a) The molecule C7H8N2O, computed with the ωB97M-V functional and the def2-TZVPD basis.

Values from the calculation:
Orbital gap = 8.689 eV
SMILES = C/C(O)=N/C=C\C=C/C#N

Structure (ORCA input):
```
! wB97M-V def2-TZVPD RIJCOSX def2/J DEFGRID3
* xyz 0 1
C 0.946 -1.604 1.560
C 0.300 -1.260 0.263
O 1.167 -1.414 -0.772
N -0.914 -0.946 0.154
C -1.653 -0.289 -0.796
C -1.432 0.863 -1.460
C -0.088 1.492 -1.329
C 0.527 1.754 -0.111
C 0.071 1.402 1.160
N -0.264 1.423 2.266
H 1.554 -2.492 1.474
H 0.199 -1.640 2.510
H 1.578 -0.769 1.792
H 0.778 -0.860 -1.395
H -2.575 -0.698 -1.035
H -2.289 1.251 -1.965
H 0.501 1.795 -2.159
H 1.594 1.992 -0.157
*
```

Here are the Mulliken charges for atoms 1 to 8, given in e: -1.13 0.63 -0.48 -0.38 -0.36 -0.25 -0.63 -0.11

=====

b) The molecule C7H8N2O, computed with the ωB97M-V functional and the def2-TZVPD basis.

Values from the calculation:
Orbital gap = 9.069 eV
SMILES = CC(=O)Nc1ccccn1

Structure (ORCA input):
```
! wB97M-V def2-TZVPD RIJCOSX def2/J DEFGRID3
* xyz 0 1
C 1.301 3.080 0.536
C 1.333 1.579 0.244
O 2.266 0.961 -0.038
N -0.062 1.017 0.159
C -0.397 -0.295 -0.067
C 0.545 -1.344 -0.226
C 0.025 -2.634 -0.438
C -1.340 -2.776 -0.582
C -2.192 -1.669 -0.420
N -1.737 -0.501 -0.162
H 1.984 3.734 0.258
H 0.405 3.534 0.220
H 1.406 3.318 1.792
H -0.874 1.934 0.200
H 1.659 -1.083 -0.071
H 0.680 -3.407 -0.471
H -1.770 -3.898 -0.764
H -3.233 -1.551 -0.168
*
```

Here are the Mulliken charges for atoms 1 to 8, given in e: -1.29 0.76 -0.48 -0.29 0.46 -0.27 -0.47 -0.35

=====

Of them, b) has the highest stability.

=====

a) A cluster of 19 separate species, C2H41O19 in total, computed with the ωB97M-V functional and the def2-TZVPD basis.

Values from the calculation:
Orbital gap = 7.417 eV

Structure (ORCA input):
```
! wB97M-V def2-TZVPD RIJCOSX def2/J DEFGRID3
* xyz -1 1
C 18.471 -2.968 -5.410
C 18.083 -1.760 -6.261
O 18.550 -0.562 -5.637
H 17.950 -3.053 -4.422
H 19.501 -2.891 -5.094
H 18.458 -4.008 -5.745
H 17.019 -1.896 -6.319
H 18.571 -1.943 -7.212
O 17.663 -0.539 -9.427
H 18.232 -0.204 -8.779
H 18.265 -0.404 -10.175
O 20.552 -0.462 -4.152
H 21.130 -1.210 -4.289
H 19.838 -0.450 -4.803
O 14.913 -1.061 -4.591
H 13.970 -0.781 -4.614
H 15.328 -0.409 -5.181
O 18.542 -6.851 -7.000
H 19.206 -7.546 -7.042
H 18.753 -6.095 -7.546
O 14.802 -3.564 -5.857
H 15.124 -3.206 -6.671
H 14.864 -2.756 -5.362
O 19.013 1.008 -7.746
H 18.882 0.587 -6.894
H 19.142 1.931 -7.592
O 18.988 -1.969 -2.084
H 19.711 -2.237 -1.509
H 19.379 -1.683 -2.907
O 21.113 -4.801 -2.966
H 20.462 -5.068 -3.618
H 21.030 -5.615 -2.408
O 16.466 -5.622 -5.483
H 15.825 -4.891 -5.463
H 16.483 -5.715 -6.408
O 15.266 -2.089 -8.093
H 14.821 -1.439 -8.693
H 16.123 -1.754 -7.934
O 16.050 -2.157 -2.390
H 15.730 -1.759 -3.215
H 16.548 -2.970 -2.489
O 18.954 -6.037 -4.227
H 18.729 -6.902 -3.946
H 18.481 -6.027 -5.045
O 16.135 0.621 -6.309
H 16.491 1.435 -5.921
H 16.836 -0.073 -6.241
O 16.704 -4.661 -8.057
H 16.744 -4.034 -8.805
H 17.273 -4.193 -7.401
O 21.439 -4.138 -6.678
H 21.674 -5.042 -6.415
H 20.688 -4.203 -7.275
O 17.564 0.141 -3.294
H 17.036 -0.498 -2.856
H 17.860 -0.281 -4.083
O 17.842 -4.525 -2.346
H 18.356 -4.992 -3.001
H 18.329 -3.779 -2.071
O 21.969 -2.644 -4.613
H 21.834 -3.219 -5.370
H 21.738 -3.158 -3.797
*
```

Here are the Mulliken charges for atoms 1 to 8, given in e: 1.26 1.56 -1.17 -0.54 -0.20 -0.42 -1.03 0.15

=====

b) A cluster of 19 separate species, C2H41O19 in total, computed with the ωB97M-V functional and the def2-TZVPD basis.

Values from the calculation:
Orbital gap = 8.768 eV

Structure (ORCA input):
```
! wB97M-V def2-TZVPD RIJCOSX def2/J DEFGRID3
* xyz -1 1
C 0.475 -0.420 -0.542
C -0.529 0.625 0.015
O 0.317 1.678 0.506
H 0.026 -1.236 -0.908
H 1.104 -0.750 0.286
H 1.148 -0.006 -1.280
H -1.141 0.265 0.803
H -1.124 1.055 -0.835
O 2.880 -2.418 -0.619
H 3.626 -2.960 -0.773
H 3.100 -1.696 -0.016
O -2.052 2.922 1.130
H -1.299 2.507 0.719
H -2.085 2.475 1.970
O -3.493 -0.907 1.777
H -3.403 -0.281 1.039
H -3.043 -1.742 1.657
O 3.850 -0.551 0.921
H 3.536 0.300 0.676
H 4.688 -0.646 0.483
O 2.001 -2.225 2.739
H 1.574 -2.777 2.125
H 1.951 -1.310 2.423
O 2.891 1.622 -0.469
H 2.987 2.509 -0.140
H 1.999 1.414 -0.145
O 0.777 2.828 -1.822
H 0.607 2.103 -1.191
H 0.373 2.616 -2.682
O -1.619 -2.502 -3.179
H -2.055 -2.179 -2.374
H -0.671 -2.716 -3.019
O 1.453 -2.893 -2.933
H 1.882 -2.544 -2.178
H 1.103 -3.719 -2.600
O -2.913 -1.315 -1.287
H -2.651 -0.451 -0.953
H -3.530 -1.052 -1.986
O -1.653 1.069 3.202
H -1.592 0.502 2.436
H -2.410 0.628 3.578
O -3.815 1.017 -0.136
H -4.710 1.097 0.306
H -3.312 1.753 0.125
O 3.035 0.315 -2.767
H 2.867 0.930 -1.992
H 2.266 0.327 -3.337
O 1.522 0.596 2.638
H 0.953 0.889 1.926
H 1.079 0.913 3.447
O 0.815 3.847 2.035
H 0.410 3.103 1.629
H 1.676 3.564 2.179
O -1.741 4.303 -1.276
H -1.878 4.577 -2.193
H -0.973 3.722 -1.368
O 0.649 -3.449 0.683
H 1.228 -2.895 0.158
H -0.275 -3.112 0.519
O -1.998 -3.034 0.449
H -2.573 -3.840 0.642
H -2.308 -2.449 -0.224
*
```

Here are the Mulliken charges for atoms 1 to 8, given in e: 0.62 -0.10 0.19 0.86 -0.60 -0.75 -0.24 0.50

=====

Of them, b) has the highest stability.

=====

a) The molecule C5H7FO, computed with the ωB97M-V functional and the def2-TZVPD basis.

Values from the calculation:
Orbital gap = 10.254 eV
SMILES = C/C(F)=C/[C@H]1CO1

Structure (ORCA input):
```
! wB97M-V def2-TZVPD RIJCOSX def2/J DEFGRID3
* xyz 0 1
C -0.420 1.769 -1.883
C 0.098 0.570 -1.168
F 0.590 -0.331 -2.048
C 0.020 0.350 0.118
C 0.043 -0.868 0.926
C 0.534 -0.818 2.333
O -0.887 -0.880 2.025
H -1.402 1.555 -2.340
H -0.563 2.599 -1.172
H 0.245 2.074 -2.655
H -0.245 1.190 0.622
H 0.166 -1.781 0.308
H 1.014 -1.707 2.778
H 0.927 0.073 2.734
*
```

Here are the Mulliken charges for atoms 1 to 8, given in e: -1.05 0.48 -0.28 -0.61 0.28 -0.47 -0.41 0.25

=====

b) The molecule C5H7FO, computed with the ωB97M-V functional and the def2-TZVPD basis.

Values from the calculation:
Orbital gap = 10.677 eV
SMILES = O[C@@H]1C=C[C@H](F)C1

Structure (ORCA input):
```
! wB97M-V def2-TZVPD RIJCOSX def2/J DEFGRID3
* xyz 0 1
O -0.135 -0.456 -2.213
C 0.651 -0.316 -1.070
C 0.107 -1.374 -0.130
C -0.221 -0.973 1.106
C 0.068 0.504 1.120
F -0.849 1.416 1.574
C 0.295 0.931 -0.222
H 0.441 -1.234 -2.626
H 1.792 -0.284 -1.218
H 0.193 -2.466 -0.314
H -0.383 -1.513 2.132
H 0.924 0.819 1.614
H 1.024 1.623 -0.413
H -0.677 1.329 -0.464
*
```

Here are the Mulliken charges for atoms 1 to 8, given in e: -0.51 0.34 -0.16 -0.62 0.46 -0.34 -1.27 0.36

=====

Of them, a) has the highest stability.

=====

a) The molecule C12H12O, computed with the ωB97M-V functional and the def2-TZVPD basis.

Values from the calculation:
Orbital gap = 8.391 eV
SMILES = C[C@H](O)c1ccc2ccccc2c1

Structure (ORCA input):
```
! wB97M-V def2-TZVPD RIJCOSX def2/J DEFGRID3
* xyz 0 1
C 1.457 1.225 -3.078
C 0.094 1.032 -2.579
O -0.421 2.412 -2.612
C -0.038 0.301 -1.260
C -0.034 -1.092 -1.284
C -0.116 -1.870 -0.118
C -0.094 -1.299 1.175
C -0.118 -2.110 2.293
C -0.512 -1.481 3.497
C -0.614 -0.089 3.615
C -0.484 0.720 2.462
C -0.130 0.113 1.235
C -0.204 0.908 0.000
H 2.032 1.610 -2.198
H 1.378 1.980 -3.871
H 1.975 0.321 -3.442
H -0.530 0.300 -3.234
H -1.182 2.539 -1.830
H -0.017 -1.578 -2.303
H -0.208 -2.944 -0.285
H -0.027 -3.188 2.123
H -0.470 -2.036 4.469
H -0.771 0.432 4.564
H -0.675 1.745 2.650
H -0.293 2.051 0.013
*
```

Here are the Mulliken charges for atoms 1 to 8, given in e: -1.19 0.37 -0.58 0.43 -0.64 -0.93 0.88 -0.57

=====

b) The molecule C12H12O, computed with the ωB97M-V functional and the def2-TZVPD basis.

Values from the calculation:
Orbital gap = 7.928 eV
SMILES = C/C=c1/ccccc1=C=C(C)C=O

Structure (ORCA input):
```
! wB97M-V def2-TZVPD RIJCOSX def2/J DEFGRID3
* xyz 0 1
C -1.986 -2.690 -0.049
C -2.295 -1.282 -0.555
C -1.423 -0.210 -0.321
C -2.070 1.102 -0.582
C -1.967 2.138 0.233
C -1.195 2.001 1.432
C -0.357 0.960 1.507
C -0.053 0.024 0.380
C 1.252 -0.147 0.285
C 2.501 -0.055 -0.116
C 2.804 0.827 -1.304
C 3.555 -0.875 0.438
O 4.719 -0.917 0.117
H -1.045 -2.752 0.483
H -1.983 -3.315 -1.024
H -2.829 -3.143 0.488
H -3.227 -1.266 -1.085
H -2.592 1.385 -1.475
H -2.487 3.163 0.009
H -1.207 2.691 2.162
H 0.211 0.653 2.469
H 3.911 1.025 -1.488
H 2.212 1.862 -1.228
H 2.398 0.304 -2.170
H 3.156 -1.482 1.395
*
```

Here are the Mulliken charges for atoms 1 to 8, given in e: -1.16 -0.29 0.35 -0.72 -0.12 -0.50 -0.39 0.25

=====

Of them, a) has the highest stability.